[1]
C6H8O2 | wB97M-V/def2-TZVPD

Structure (XYZ):
```
16
Properties=species:S:1:pos:R:3:forces:R:3
O 1.74403 1.16044 0.43758 1.3 -1.9 -1.1
C 2.12486 0.10040 -0.06314 -0.3 2.2 1.4
O 1.32412 -0.88516 -0.40468 0.4 -0.9 -0.8
C -0.10667 -0.92990 -0.31498 -1.2 -0.5 1.2
C -0.86713 -0.76332 1.09994 1.0 -0.1 -1.5
C -1.94308 -0.04908 0.24246 -1.2 0.4 1.4
C -1.33921 1.26112 -0.13485 1.8 1.6 0.8
C -1.07071 0.07634 -1.01526 0.0 -1.6 -0.7
H 3.22669 -0.18479 -0.24401 -1.6 0.4 0.2
H -0.33618 -2.01628 -0.52431 0.3 1.4 -0.6
H -0.39556 -0.02602 1.74698 0.1 -0.3 0.3
H -0.95985 -1.77021 1.58160 -0.5 1.1 -0.4
H -3.03098 -0.11472 0.44722 0.8 -0.2 -0.7
H -1.91058 2.07470 -0.60974 -0.1 -0.8 0.3
H -0.49137 1.69638 0.55054 -1.6 -1.0 -1.6
H -1.43567 -0.03459 -2.09649 0.8 0.3 1.8
```
Forces are in eV/Å.

Output
* HOMO-LUMO gap: 10.94 eV
* structure (SMILES): O=CO[C@H]1C[C@H]2C[C@H]21
* calculated total energy: -10444.103 eV
* charge: 0
* highest occupied orbital energy: -10.0 eV
* ΔE to the lowest compared entry with this formula, charge and spin: 2.623 eV
* spin multiplicity: 1



[2]
C28H42Cl2F3N2O2 | wB97M-V/def2-TZVPD

Structure (XYZ):
```
79
Properties=species:S:1:pos:R:3:forces:R:3
C 3.05490 1.57582 2.62497 -0.1 -0.6 -0.5
C 3.14125 0.69236 1.56003 -0.2 0.1 1.2
C 2.03983 0.35106 0.57143 -0.4 0.7 -0.3
C 2.63004 -0.42470 -0.61445 0.4 -1.1 0.7
C 3.47863 -1.66561 -0.23374 0.3 0.2 -0.9
C 3.15328 -2.90417 -1.09783 0.2 -0.2 0.3
O 2.56531 -3.95004 -0.35446 0.0 -0.1 -0.2
C 3.54717 -4.80017 0.22498 0.0 0.5 0.1
C 1.63041 1.76727 -0.04048 -0.2 0.0 0.1
C 2.73582 2.79307 -0.32956 -0.4 0.1 -0.7
C 2.45595 3.44814 -1.69165 0.2 -0.2 -0.3
C 2.77343 2.52708 -2.87087 -0.8 -0.4 0.5
Cl 3.42647 4.93869 -1.87655 -0.1 0.1 0.3
C 0.50970 2.24284 0.85490 1.6 -0.1 0.0
C 0.13324 3.67644 0.95479 -1.4 -0.1 -0.1
Cl -0.02659 4.20631 2.65358 0.1 -0.1 0.0
C -1.17445 3.91149 0.15923 0.1 0.8 0.4
C -1.51429 5.41866 0.17068 0.7 -0.4 -0.2
N 0.00201 1.24201 1.48250 -0.1 1.2 0.1
N -1.01251 1.33531 2.40620 -0.2 -0.5 0.3
C 0.63652 -0.02868 1.09446 -0.7 -2.1 -0.1
C -0.27707 -0.65903 0.00073 -0.1 0.5 -0.3
O -1.64492 -0.36635 0.26703 0.3 -0.3 0.0
C -2.48324 -1.13952 -0.54657 -0.7 -0.5 -0.5
C -2.45011 -0.98061 -1.92645 0.4 0.4 -0.1
C -3.22997 -1.73633 -2.79334 -0.1 -0.3 0.3
C -3.16294 -1.58377 -4.29354 0.0 -0.3 0.5
C -4.09116 -2.67885 -2.22631 0.5 0.6 0.2
C -4.15674 -2.81553 -0.84275 -0.1 0.0 -0.6
C -3.36172 -2.06675 0.02544 0.0 0.0 0.3
C -3.43606 -2.24052 1.53204 -0.3 0.3 0.4
C -3.84537 -0.93442 2.25289 0.1 0.0 -0.1
C -4.37180 -3.35909 1.97367 0.0 -0.5 -0.6
C 0.68164 -1.06263 2.23546 -0.5 0.6 0.5
F 1.23808 -0.57156 3.33796 0.4 0.0 0.1
F 1.32249 -2.14496 1.83713 0.4 -0.1 -0.1
F -0.55450 -1.45130 2.59090 -0.2 -0.1 0.0
H 2.55527 1.33585 3.55816 -1.7 0.9 -0.6
H 3.53055 2.55024 2.52462 1.8 -0.7 1.0
H 4.11584 0.23266 1.39634 0.4 1.4 -1.6
H 1.88360 -0.74938 -1.33747 -0.2 0.2 0.1
H 3.29257 0.25069 -1.14920 -0.1 0.2 0.0
H 4.52093 -1.42894 -0.45375 0.0 0.1 0.2
H 3.44302 -1.90490 0.82661 -0.2 -0.1 0.0
H 4.07630 -3.25672 -1.56818 0.0 -0.1 0.0
H 2.47785 -2.65795 -1.91952 -0.1 0.1 0.1
H 3.99203 -5.47115 -0.51307 -0.2 -0.1 -0.1
H 4.35722 -4.19078 0.63906 0.0 -0.1 0.2
H 3.06242 -5.34759 1.02643 0.0 -0.2 0.0
H 1.12689 1.56323 -0.99459 0.1 -0.2 -0.1
H 3.71108 2.31840 -0.41833 0.1 0.0 0.4
H 2.76599 3.56490 0.43441 0.3 -0.1 0.1
H 1.39570 3.70279 -1.74879 0.1 0.5 0.0
H 3.64582 1.91336 -2.65627 0.3 0.2 -0.3
H 2.84883 3.06916 -3.80613 0.2 0.1 0.0
H 1.93456 1.83229 -2.98899 0.1 -0.1 -0.1
H 0.87484 4.33051 0.51225 0.3 -0.3 0.0
H -2.00812 3.36370 0.59783 0.0 -0.3 -0.2
H -0.99722 3.56802 -0.86088 -0.1 -0.1 0.0
H -2.17502 5.66808 0.99302 -0.2 0.1 -0.1
H -1.90224 5.72528 -0.79619 -0.4 0.1 0.1
H -0.58648 5.97418 0.31600 -0.1 0.2 0.0
H -1.54569 0.46988 2.43499 0.2 -0.1 -0.1
H -1.65531 2.07882 2.16438 0.2 0.2 0.0
H -0.00534 -0.20665 -0.95222 0.0 -0.1 -0.1
H -0.14450 -1.73899 -0.07267 0.3 0.0 0.1
H -1.78764 -0.23143 -2.35273 0.0 0.0 0.0
H -3.94914 -0.90830 -4.62622 0.1 0.1 -0.2
H -2.18386 -1.24937 -4.62834 0.0 0.2 0.0
H -3.32796 -2.56763 -4.72886 -0.1 0.1 -0.2
H -4.69408 -3.28348 -2.89038 -0.1 -0.1 0.2
H -4.86564 -3.53881 -0.46952 0.1 0.0 0.2
H -2.44738 -2.50761 1.89938 0.2 0.0 -0.2
H -4.91451 -0.92724 2.46032 0.0 0.0 0.0
H -3.62435 -0.04179 1.66756 0.0 0.0 0.0
H -3.32359 -0.85805 3.20930 -0.1 0.0 0.1
H -4.08680 -4.29181 1.48197 0.1 -0.1 0.1
H -4.34516 -3.53724 3.04634 0.1 0.2 0.1
H -5.40405 -3.17820 1.67085 0.0 0.2 0.1
```
Forces are in eV/Å.

Output
* HOMO-LUMO gap: 7.22 eV
* structure (SMILES): C=C[C@]1(CCCOC)[C@H](C[C@H](C)Cl)C([C@H](Cl)CC)=[N+](N)[C@]1(COc1cc(C)ccc1C(C)C)C(F)(F)F
* calculated total energy: -69979.641 eV
* charge: +1
* highest occupied orbital energy: -11.1 eV
* spin multiplicity: 1



[3]
C19H20F2N2O6 | wB97M-V/def2-TZVPD

Structure (XYZ):
```
49
Properties=species:S:1:pos:R:3:forces:R:3
C -3.09105 -1.68356 2.97024 0.4 0.2 0.0
C -1.62809 -1.63248 3.38337 -0.2 -0.6 -0.2
O -1.17353 -0.27527 3.39427 -0.2 0.1 0.4
C -0.40488 0.13941 2.39900 0.4 0.4 0.0
O 0.04746 -0.56819 1.53040 0.0 -0.1 -0.1
C -0.18002 1.63281 2.47270 -0.2 -0.2 -0.2
C -1.10165 2.33503 1.44981 -0.1 0.3 0.3
C -0.72504 3.81578 1.31787 -0.3 -0.2 0.1
O 0.54632 3.97049 0.73912 0.2 0.1 0.1
C 0.57314 3.42907 -0.56030 0.0 -0.3 -0.3
C 0.24501 1.93323 -0.55962 0.4 0.3 -0.1
N -1.00311 1.71080 0.14203 -0.1 0.3 0.0
C -1.89732 0.75010 -0.17656 -0.1 0.4 -0.2
O -2.87653 0.49760 0.49854 -0.2 -0.2 0.1
C -1.57478 -0.03100 -1.40307 0.1 -0.8 -0.6
C -0.89416 -1.27535 -1.38631 -0.1 -0.2 -0.8
C -0.79405 -1.59913 -2.70859 -0.2 0.1 1.1
C -0.07297 -2.71260 -3.39712 -0.2 0.1 -0.3
O 0.97810 -3.22291 -2.60604 -0.1 -0.1 0.1
C 1.89987 -2.35747 -2.10248 0.5 0.3 0.3
C 2.72120 -2.85750 -1.09085 -0.3 0.0 -0.2
C 3.66414 -2.05355 -0.48701 0.0 0.3 -0.1
C 3.79728 -0.73202 -0.87954 0.0 0.0 -0.1
F 4.69709 0.06148 -0.27141 -0.1 0.0 -0.1
C 2.99813 -0.23735 -1.89752 0.1 -0.1 0.1
F 3.11154 1.04407 -2.29418 0.1 -0.1 0.1
C 2.05890 -1.04005 -2.52022 0.1 -0.1 -0.1
O -1.37888 -0.64195 -3.44742 0.4 -0.7 -0.3
N -1.86137 0.32311 -2.62678 -0.5 1.1 0.6
H -3.41426 -2.71744 2.89063 -0.1 -0.1 0.0
H -3.70668 -1.17278 3.70580 -0.1 0.0 0.1
H -3.22203 -1.18934 2.00988 0.0 0.0 0.0
H -1.48717 -2.00758 4.40050 0.0 0.1 -0.1
H -1.00417 -2.20483 2.68964 -0.1 0.1 0.2
H 0.85872 1.86313 2.23217 0.0 -0.1 0.1
H -0.41850 1.98941 3.47304 0.0 0.0 0.0
H -2.14342 2.23479 1.77067 0.2 0.1 0.0
H -0.67712 4.28641 2.30086 -0.1 0.0 0.0
H -1.48420 4.32602 0.70574 0.1 0.0 0.1
H 1.58171 3.58972 -0.94326 -0.1 0.0 0.0
H -0.15016 3.95836 -1.19890 0.1 0.0 0.0
H 0.15398 1.59132 -1.58925 0.1 0.0 0.1
H 1.04698 1.37068 -0.06696 0.0 0.0 -0.1
H -0.52711 -1.79307 -0.52694 0.2 -0.1 0.2
H -0.73908 -3.56621 -3.56026 0.1 0.2 0.0
H 0.28668 -2.36262 -4.37464 0.0 0.0 0.1
H 2.59303 -3.88292 -0.78632 0.0 -0.1 0.1
H 4.29463 -2.43072 0.30163 0.1 0.0 0.1
H 1.47740 -0.60495 -3.31638 -0.1 0.1 -0.1
```
Forces are in eV/Å.

Output
* HOMO-LUMO gap: 9.63 eV
* structure (SMILES): CCOC(=O)C[C@H]1COCCN1C(=O)c1cc(COc2ccc(F)c(F)c2)on1
* calculated total energy: -40726.269 eV
* charge: 0
* highest occupied orbital energy: -8.9 eV
* ΔE to the lowest compared entry with this formula, charge and spin: 2.829 eV
* spin multiplicity: 1



- Which of these has the lowest highest occupied orbital energy?
  C28H42Cl2F3N2O2